{
  "formula": "C6H15NO2",
  "method": "wB97M-V/def2-TZVPD",
  "multiplicity": 1,
  "e_lumo_ev": 0.89,
  "homo_ev": -8.1,
  "relative_energy_kcal_mol": 60.2,
  "elements": ["C", "C", "O", "O", "H", "H", "H", "H", "H", "H", "C", "C", "N", "C", "C", "H", "H", "H", "H", "H", "H", "H", "H", "H"],
  "coordinates": [[-1.34, 0.19, 1.42], [-2.47, 0.67, 2.27], [-1.29, -0.98, 0.94], [-1.83, 0.98, -0.39], [-1.85, -0.06, -0.51], [-0.97, 1.27, -0.78], [-0.42, 0.78, 1.52], [-3.33, 0.00, 2.18], [-2.14, 0.71, 3.31], [-2.76, 1.67, 1.96], [2.02, -1.23, 0.62], [0.73, -1.12, -1.95], [1.99, -0.02, -0.17], [1.18, 0.14, -1.27], [0.83, 1.36, -1.73], [2.19, 0.84, 0.33], [2.72, -1.08, 1.44], [1.03, -1.49, 1.02], [2.39, -2.06, 0.02], [1.59, -1.73, -2.23], [0.11, -1.71, -1.28], [0.16, -0.88, -2.85], [1.18, 2.27, -1.26], [0.29, 1.47, -2.66]]
}